[1]
Entry from the Open Molecules 2025 dataset: a molecular structure, C36H34N6O6PRbSSe4 at a distorted geometry (wB97M-V/def2-TZVPD).

Element x y z (Å)
1 Rb -2.373 0.151 0.707
2 Se -4.606 -4.132 2.761
3 Se -5.972 -2.328 3.173
4 C -5.779 -1.311 1.535
5 C -6.026 0.052 1.594
6 C -5.884 0.781 0.419
7 C -5.479 0.133 -0.737
8 C -5.271 -1.238 -0.674
9 N -5.433 -1.957 0.437
10 C -2.866 -3.519 3.344
11 C -2.681 -2.446 4.206
12 C -1.390 -2.165 4.616
13 C -0.347 -2.954 4.151
14 C -0.646 -3.998 3.296
15 N -1.885 -4.285 2.887
16 H -6.265 0.532 2.533
17 H -6.040 1.853 0.421
18 H -5.277 0.643 -1.671
19 H -4.932 -1.769 -1.555
20 H -3.513 -1.833 4.520
21 H -1.202 -1.333 5.282
22 H 0.677 -2.752 4.436
23 H 0.139 -4.636 2.906
24 O -2.754 -0.055 -1.876
25 N -2.084 -0.141 -2.996
26 C -0.737 -0.271 -2.906
27 C 0.071 -0.364 -4.007
28 C -0.530 -0.317 -5.268
29 C -1.893 -0.186 -5.351
30 C -2.732 -0.105 -4.213
31 S -4.424 0.018 -4.318
32 H -0.360 -0.264 -1.892
33 H 1.140 -0.444 -3.868
34 H 0.069 -0.372 -6.169
35 H -2.394 -0.143 -6.307
36 O -0.592 0.917 6.686
37 C 0.483 0.894 5.921
38 O 1.598 0.763 6.390
39 C 0.283 1.027 4.455
40 C 1.340 1.167 3.575
41 N 0.821 1.253 2.350
42 N -0.511 1.178 2.347
43 C -0.871 1.044 3.619
44 C -2.336 0.853 3.977
45 O -2.632 1.022 5.194
46 O -3.117 0.512 3.075
47 H -1.450 0.990 6.111
48 H 2.399 1.215 3.760
49 H 1.323 1.370 1.472
50 Se 2.724 4.019 0.685
51 P 3.153 2.675 -0.920
52 Se 2.660 0.592 -0.698
53 C 2.383 3.337 -2.442
54 C 1.334 2.664 -3.052
55 C 0.696 3.210 -4.160
56 C 1.117 4.429 -4.669
57 C 2.168 5.108 -4.060
58 C 2.791 4.572 -2.946
59 C 4.946 2.737 -1.315
60 C 5.859 2.849 -0.271
61 C 7.221 2.813 -0.521
62 C 7.689 2.671 -1.821
63 C 6.785 2.557 -2.867
64 C 5.420 2.585 -2.614
65 H 1.019 1.708 -2.653
66 H -0.131 2.677 -4.614
67 H 0.624 4.855 -5.534
68 H 2.492 6.067 -4.448
69 H 3.586 5.115 -2.450
70 H 5.483 2.981 0.737
71 H 7.921 2.902 0.301
72 H 8.755 2.649 -2.018
73 H 7.140 2.442 -3.884
74 H 4.719 2.481 -3.434
75 C 1.947 -3.027 0.851
76 N 0.708 -3.548 0.305
77 C 0.683 -4.943 -0.071
78 C -0.344 -2.704 0.121
79 C -1.561 -3.243 -0.594
80 O -0.297 -1.547 0.516
81 H 2.788 -3.377 0.249
82 H 2.093 -3.357 1.885
83 H 1.920 -1.941 0.831
84 H 1.319 -5.503 0.617
85 H 1.057 -5.106 -1.088
86 H -0.323 -5.349 0.005
87 H -1.286 -3.754 -1.518
88 H -2.217 -2.408 -0.837
89 H -2.102 -3.940 0.050

Output
Energy above the lowest of the compared OMol25 structures with the same formula, charge and spin, eV: 0.000
HOMO energy, eV: -2.574
Gap between HOMO and LUMO, eV: 6.086
LUMO energy, eV: 3.5
Electronic energy, hartree: -12541.82684
Net charge: -2
Largest force on an atom, hartree/bohr: 0.0206

These are the Löwdin partial charges, in e, on atoms 1 to 2: 0.991, 0.638


[2]
Entry from the Open Molecules 2025 dataset: a molecular structure, C36H35AlN7O4PS (wB97M-V/def2-TZVPD).

Element x y z (Å)
1 Al 0.236 -0.348 -0.203
2 N 0.795 -1.252 2.796
3 P -0.027 -2.074 1.576
4 C 0.598 -3.758 1.637
5 C -0.229 -4.830 1.960
6 C 0.288 -6.120 1.955
7 C 1.618 -6.339 1.628
8 C 2.448 -5.269 1.307
9 C 1.940 -3.981 1.309
10 C -1.783 -2.081 1.930
11 C -2.304 -1.514 3.089
12 C -3.679 -1.474 3.274
13 C -4.525 -1.994 2.305
14 C -4.006 -2.551 1.143
15 C -2.636 -2.589 0.948
16 C 1.212 0.054 2.620
17 C 1.747 0.771 3.693
18 C 2.109 2.081 3.503
19 C 1.930 2.673 2.250
20 C 1.415 1.904 1.248
21 N 1.077 0.597 1.401
22 H 0.895 -1.637 3.721
23 H -1.268 -4.664 2.217
24 H -0.352 -6.954 2.213
25 H 2.015 -7.347 1.628
26 H 3.488 -5.443 1.062
27 H 2.596 -3.147 1.073
28 H -1.649 -1.100 3.846
29 H -4.089 -1.037 4.176
30 H -5.597 -1.959 2.453
31 H -4.670 -2.939 0.383
32 H -2.239 -3.006 0.026
33 H 1.849 0.291 4.658
34 H 2.510 2.656 4.328
35 H 2.146 3.717 2.082
36 H 1.215 2.322 0.272
37 O -3.385 0.155 -0.548
38 C -2.473 0.929 -0.385
39 O -1.238 0.536 -0.093
40 C -2.693 2.409 -0.458
41 C -3.814 2.878 -1.139
42 C -4.086 4.236 -1.194
43 C -3.256 5.142 -0.546
44 C -2.158 4.648 0.132
45 C -1.855 3.301 0.193
46 N -1.259 5.605 0.827
47 O -0.185 5.171 1.227
48 O -1.602 6.763 0.888
49 H -4.475 2.163 -1.612
50 H -4.954 4.595 -1.731
51 H -3.450 6.205 -0.557
52 H -0.997 2.967 0.755
53 N 3.881 1.409 -0.716
54 C 2.850 1.582 -1.536
55 S 1.765 0.263 -1.867
56 N 2.699 2.737 -2.158
57 C 1.579 3.092 -2.999
58 C 0.321 3.257 -2.440
59 C -0.736 3.610 -3.265
60 C -0.525 3.809 -4.624
61 C 0.743 3.656 -5.164
62 C 1.807 3.291 -4.349
63 H 4.081 0.483 -0.380
64 H 4.564 2.131 -0.546
65 H 3.449 3.411 -2.097
66 H 0.164 3.121 -1.376
67 H -1.724 3.746 -2.840
68 H -1.352 4.094 -5.262
69 H 0.909 3.819 -6.221
70 H 2.800 3.158 -4.764
71 C -0.208 -5.267 -2.479
72 C -0.420 -3.794 -2.427
73 C -1.128 -2.935 -3.241
74 C -0.971 -1.654 -2.702
75 N -0.213 -1.722 -1.593
76 N 0.111 -3.039 -1.453
77 C -1.522 -0.384 -3.251
78 H -0.456 -5.645 -3.469
79 H -0.845 -5.773 -1.751
80 H 0.830 -5.526 -2.264
81 H -1.681 -3.196 -4.129
82 H 0.762 -3.346 -0.752
83 H -1.592 -0.466 -4.335
84 H -0.889 0.473 -3.015
85 H -2.517 -0.207 -2.853

Output
Energy above the lowest of the compared OMol25 structures with the same formula, charge and spin, eV: 0.375
HOMO energy, eV: -14.047
Gap between HOMO and LUMO, eV: 8.834
LUMO energy, eV: -5.2
Electronic energy, hartree: -3058.76308
Net charge: +2
Largest force on an atom, hartree/bohr: 0.0122

These are the Löwdin partial charges, in e, on atoms 1 to 2: -0.067, -0.068


[3]
Entry from the Open Molecules 2025 dataset: a molecular structure, C36H35CrN7O7S at a distorted geometry (wB97M-V/def2-TZVPD).

Element x y z (Å)
1 Cr 0.343 0.847 0.687
2 C -4.370 -1.054 -1.249
3 O -4.375 0.215 -0.593
4 C -3.090 0.476 -0.263
5 N -2.214 -0.367 -0.605
6 C -2.860 -1.455 -1.291
7 C -2.492 -2.773 -0.650
8 C -2.847 -3.939 -1.194
9 C -2.307 -5.188 -0.711
10 C -1.455 -5.241 0.311
11 C -1.136 -4.047 1.158
12 C -1.596 -2.686 0.553
13 C -2.761 1.657 0.521
14 C -3.638 2.739 0.576
15 C -3.353 3.804 1.419
16 C -2.220 3.727 2.211
17 C -1.380 2.625 2.067
18 N -1.612 1.609 1.209
19 C -0.190 2.446 2.861
20 N 0.627 1.464 2.634
21 C 1.543 1.414 3.791
22 C 1.311 2.797 4.437
23 O 0.052 3.217 3.914
24 C 2.989 1.028 3.568
25 C 3.312 -0.092 2.806
26 C 4.626 -0.516 2.693
27 C 5.638 0.157 3.356
28 C 5.324 1.259 4.130
29 C 4.011 1.682 4.248
30 H -4.802 -0.928 -2.243
31 H -4.978 -1.759 -0.675
32 H -2.501 -1.472 -2.329
33 H -3.497 -3.966 -2.056
34 H -2.576 -6.081 -1.249
35 H -0.992 -6.167 0.613
36 H -1.566 -4.216 2.152
37 H -2.084 -2.076 1.318
38 H -4.523 2.727 -0.040
39 H -4.001 4.663 1.464
40 H -1.959 4.500 2.915
41 H 1.128 0.646 4.466
42 H 2.062 3.534 4.131
43 H 1.233 2.760 5.524
44 H 2.529 -0.642 2.312
45 H 4.847 -1.403 2.120
46 H 6.657 -0.187 3.291
47 H 6.100 1.783 4.664
48 H 3.794 2.511 4.899
49 N 2.479 1.121 0.208
50 C 2.867 2.506 0.481
51 C 1.604 3.415 0.391
52 O 1.714 4.616 0.500
53 O 0.520 2.763 0.245
54 H 3.203 0.504 0.576
55 H 2.474 1.013 -0.821
56 H 3.605 2.876 -0.238
57 H 3.272 2.607 1.493
58 N 1.814 -3.164 -0.394
59 C 0.715 -3.109 0.273
60 C -0.265 -2.007 0.160
61 N 0.216 -1.072 1.190
62 C 0.453 -1.723 2.363
63 C 0.557 -3.064 2.510
64 N 0.337 -3.909 1.344
65 H 1.868 -2.509 -1.219
66 H 2.509 -3.875 -0.207
67 H -0.291 -1.499 -0.791
68 H 0.571 -1.093 3.231
69 H 0.677 -3.584 3.444
70 C -2.257 1.082 -7.343
71 C -1.490 0.771 -6.098
72 C -1.377 -0.529 -5.615
73 C -0.606 -0.806 -4.496
74 C 0.049 0.230 -3.857
75 C -0.050 1.529 -4.315
76 C -0.819 1.796 -5.433
77 S 1.072 -0.042 -2.434
78 O 1.335 -1.483 -2.320
79 O 2.293 0.734 -2.517
80 O 0.250 0.417 -1.273
81 H -2.976 0.304 -7.582
82 H -1.562 1.161 -8.178
83 H -2.770 2.036 -7.252
84 H -1.881 -1.332 -6.135
85 H -0.477 -1.817 -4.140
86 H 0.501 2.303 -3.806
87 H -0.888 2.804 -5.811

Output
Energy above the lowest of the compared OMol25 structures with the same formula, charge and spin, eV: 3.435
HOMO energy (spin up / spin down), eV: -10.171 / -10.380
Gap between HOMO and LUMO (spin up / spin down), eV: 6.731 / 6.735
LUMO energy (spin up / spin down), eV: -3.4 / -3.6
Electronic energy, hartree: -3745.34814
Net charge: +1
Largest force on an atom, hartree/bohr: 0.0381
Spin multiplicity: 4

These are the Löwdin partial charges, in e, on atoms 1 to 2: 0.941, -0.050


[4]
Entry from the Open Molecules 2025 dataset: a molecular structure, C36H35F7GaN5Se at a distorted geometry (wB97M-V/def2-TZVPD).

Element x y z (Å)
1 Ga 8.329 8.390 11.262
2 C 5.360 12.008 14.569
3 C 5.719 11.537 13.143
4 C 6.947 12.150 12.506
5 C 6.862 13.479 12.082
6 C 7.944 14.113 11.494
7 C 9.170 13.439 11.402
8 C 9.297 12.112 11.803
9 C 10.678 11.483 11.746
10 C 11.558 11.744 12.983
11 C 8.154 11.445 12.325
12 N 8.239 10.061 12.671
13 C 8.065 9.636 13.923
14 C 7.962 8.230 14.166
15 C 7.764 7.477 15.403
16 C 7.765 6.132 14.997
17 C 7.909 6.084 13.582
18 N 8.047 7.393 13.068
19 H 4.470 11.439 14.874
20 H 5.125 13.072 14.614
21 H 6.171 11.807 15.270
22 H 4.886 11.813 12.499
23 H 5.805 10.444 13.130
24 H 5.910 13.993 12.236
25 H 7.851 15.136 11.103
26 H 10.065 13.957 11.028
27 H 11.145 11.937 10.869
28 H 10.616 10.410 11.564
29 H 11.692 12.806 13.135
30 H 12.551 11.286 12.817
31 H 11.113 11.327 13.875
32 H 7.963 10.270 14.797
33 H 7.610 7.883 16.398
34 H 7.675 5.286 15.679
35 H 7.977 5.236 12.911
36 F 12.949 6.646 9.302
37 C 11.946 7.563 9.210
38 C 10.840 7.372 10.018
39 C 9.884 8.393 10.028
40 C 9.907 9.440 9.074
41 C 11.051 9.533 8.284
42 F 11.210 10.602 7.468
43 C 12.081 8.602 8.303
44 C 8.729 10.283 8.901
45 C 8.587 11.346 7.987
46 C 7.419 12.124 8.022
47 C 6.365 11.776 8.875
48 C 6.550 10.608 9.628
49 N 7.684 9.909 9.664
50 H 10.778 6.465 10.618
51 H 12.953 8.702 7.655
52 H 9.380 11.561 7.265
53 H 7.355 12.979 7.364
54 H 5.455 12.383 8.996
55 H 5.738 10.219 10.238
56 F 8.361 5.291 5.634
57 C 7.776 5.726 6.766
58 C 8.453 5.588 7.993
59 F 9.684 5.027 8.091
60 C 7.843 6.025 9.154
61 F 8.467 5.732 10.351
62 C 6.613 6.702 9.132
63 Se 5.931 7.553 10.744
64 C 5.959 6.822 7.886
65 F 4.803 7.528 7.823
66 C 6.507 6.323 6.709
67 F 5.858 6.471 5.519
68 C 13.351 7.454 14.586
69 C 11.920 7.145 14.995
70 C 11.810 5.811 15.740
71 C 11.386 8.357 15.787
72 N 11.201 6.976 13.758
73 N 11.018 8.144 13.009
74 H 13.948 7.649 15.476
75 H 13.407 8.349 13.967
76 H 13.823 6.637 14.039
77 H 12.395 5.867 16.653
78 H 12.230 5.026 15.103
79 H 10.776 5.585 15.966
80 H 11.895 8.385 16.758
81 H 10.303 8.326 15.915
82 H 11.665 9.302 15.320
83 H 10.311 6.479 13.821
84 H 11.578 8.072 12.156
85 H 11.360 8.959 13.520

Output
Energy above the lowest of the compared OMol25 structures with the same formula, charge and spin, eV: 0.000
HOMO energy, eV: -7.798
Gap between HOMO and LUMO, eV: 7.571
LUMO energy, eV: -0.2
Electronic energy, hartree: -6691.87673
Net charge: 0
Largest force on an atom, hartree/bohr: 0.0527

These are the Löwdin partial charges, in e, on atoms 1 to 2: 0.462, -0.078